# 1
This record from OMol25 describes the molecule C4H8S. The level of theory is ωB97M-V/def2-TZVPD.

The energy above the lowest of the compared OMol25 structures with the same formula, charge and spin comes out at 32.3 kcal per mole. As for the LUMO energy: 1.01 eV. Its total charge is 0. Its HOMO energy is -8.48 eV. As for the structure (SMILES): CC1CSC1. The spin multiplicity is 1.

The geometry in XYZ format:
```
13
Properties=species:S:1:pos:R:3:forces:R:3
S -1.0174 1.0598 -0.5265 0.6 0.1 0.3
C -0.6314 -0.6879 -0.8823 2.2 0.7 1.2
C 0.1188 0.7112 0.9095 -2.0 -1.8 -0.1
C 1.8950 -1.1998 0.5403 0.1 2.1 -3.9
C 0.4689 -0.7469 0.3135 -4.6 0.2 2.9
H -0.5828 0.6616 1.8307 1.7 0.2 -1.2
H -0.0933 -1.3817 1.0809 0.7 0.3 -1.0
H -1.4989 -1.3288 -0.8247 0.1 -0.4 0.3
H 1.8521 -1.2198 1.5712 1.2 0.1 2.2
H 2.6526 -0.4392 0.0390 -1.2 -1.9 1.3
H 1.0028 1.2885 1.0523 0.3 0.9 0.0
H 1.9493 -2.2050 0.1777 0.8 -0.6 -0.4
H -0.1109 -0.7920 -1.7891 0.2 -0.2 -1.6
```
Positions in Å, forces in eV/Å.

---

# 2
This record from OMol25 describes the ion C4H10N3S with charge +1. The level of theory is ωB97M-V/def2-TZVPD.

The energy above the lowest of the compared OMol25 structures with the same formula, charge and spin comes out at 50.7 kcal per mole. As for the LUMO energy: -3.11 eV. Its total charge is +1. Its HOMO energy is -13.90 eV. As for the structure (SMILES): CN1C=N[NH2+][C@@]1(C)S. The spin multiplicity is 1.

The geometry in XYZ format:
```
18
Properties=species:S:1:pos:R:3:forces:R:3
S -1.5756 -1.2768 0.7883 0.6 0.4 2.3
N 1.9160 -1.3082 -0.1184 0.4 -0.2 0.1
N 0.6048 0.4052 0.5947 0.9 -0.1 0.4
N 0.6083 -1.3968 -0.6656 -1.6 -1.7 0.3
C 0.2826 1.5811 1.4131 -2.9 -0.5 -1.0
C 1.8239 -0.2628 0.5946 -0.9 2.2 -0.2
C -1.0467 0.4391 -1.2875 -1.1 -1.6 -1.9
C -0.3714 -0.3161 -0.2127 0.9 -0.8 1.6
H -0.3168 0.9964 -1.8966 -0.7 0.4 0.4
H 0.6999 -1.3233 -1.6411 0.2 -0.4 -2.0
H -1.5493 -0.3484 -1.9685 0.9 1.1 0.7
H -0.4235 2.2095 0.7474 0.7 -1.0 1.5
H -1.9528 0.8965 -0.8685 0.7 0.8 -0.3
H -0.1603 1.2303 2.3827 0.1 0.7 -0.9
H -2.4792 -1.7103 -0.0497 -0.5 0.1 -1.2
H 1.0958 2.2213 1.5843 1.5 0.4 0.2
H 2.6991 0.2540 0.9612 0.0 -0.3 0.6
H 0.1450 -2.2907 -0.3576 0.8 0.6 -0.7
```
Positions in Å, forces in eV/Å.

---

# 3
This record from OMol25 describes a cluster of 2 separate species, C2H2N2O in total. The level of theory is ωB97M-V/def2-TZVPD.

The energy above the lowest of the compared OMol25 structures with the same formula, charge and spin comes out at 100.9 kcal per mole. As for the LUMO energy: 1.15 eV. Its total charge is 0. Its HOMO energy is -10.53 eV. As for the structure (SMILES): N#[N+][O-].C#C. The spin multiplicity is 1.

The geometry in XYZ format:
```
7
Properties=species:S:1:pos:R:3:forces:R:3
O -3.7402 -0.7146 -0.0346 -2.7 -2.7 0.0
N -3.0054 0.1584 0.0410 0.5 0.0 -0.2
N -2.2212 0.9205 0.0617 1.2 2.9 0.4
C 0.2636 0.5988 -0.1035 -0.9 3.8 -1.1
C 0.6019 -0.5202 0.0452 1.0 -3.8 0.3
H -0.1318 1.6154 -0.3740 1.1 -1.8 0.7
H 0.8657 -1.5973 0.1247 -0.3 1.7 0.0
```
Positions in Å, forces in eV/Å.

---

# 4
This record from OMol25 describes the ion C6H16FNO2P with charge -1. The level of theory is ωB97M-V/def2-TZVPD.

As for the LUMO energy: 3.40 eV. Its total charge is -1. Its HOMO energy is -3.68 eV. The spin multiplicity is 1.

The geometry in XYZ format:
```
27
Properties=species:S:1:pos:R:3:forces:R:3
P 2.1474 -0.9487 0.4652 0.4 -0.5 -0.8
F 1.9201 -1.3479 -1.2614 0.4 0.2 0.9
O 2.3617 -0.4480 2.1219 1.3 1.7 0.1
O -0.0210 0.8318 -3.1596 -4.2 3.4 5.4
N -1.8565 0.5543 -1.5572 3.1 0.6 -0.3
C -0.5919 -1.0995 1.6796 -0.8 -1.2 -0.4
C -1.9146 -0.8897 0.6779 -0.2 0.7 1.7
C -0.3450 2.9266 -1.7334 0.3 -0.4 0.6
C -0.7291 1.3866 -2.1683 2.4 -3.0 -4.2
C -1.7439 0.5732 -0.0473 1.0 0.8 1.4
C 0.5401 -1.9167 0.8199 -1.4 -0.8 0.4
H -2.4501 1.4050 0.4367 1.2 -1.9 -1.1
H 0.8432 -2.9447 1.3378 -0.7 2.2 -0.8
H 3.3803 -0.2729 0.1059 0.1 0.0 -0.2
H -0.0635 3.5174 -2.7055 -0.8 -1.3 1.9
H 1.4611 0.3043 0.2259 -0.6 0.0 -0.3
H 2.9131 -2.1849 0.6772 -0.2 0.3 -0.2
H 2.9580 0.3764 2.0533 -1.5 -2.1 0.2
H -0.6332 0.9334 0.1983 -2.4 -0.9 -0.2
H -2.0717 -1.7883 -0.0591 0.5 1.8 1.3
H -0.9157 -1.7505 2.6200 0.6 1.3 -2.0
H -1.1725 3.4734 -1.1044 1.5 -1.2 -1.4
H -2.8487 -0.8942 1.4105 1.6 0.2 -1.8
H 0.6336 2.9165 -1.0510 -2.1 -0.3 -1.5
H 0.0657 -2.2112 -0.2244 1.1 0.6 2.1
H -0.2481 -0.0638 2.1017 -0.4 -2.0 -1.0
H -1.6189 -0.4380 -1.8602 -0.3 1.8 0.2
```
Positions in Å, forces in eV/Å.

---

# 5
This record from OMol25 describes a cluster of 2 separate species, C3H3N3O in total. The level of theory is ωB97M-V/def2-TZVPD.

The energy above the lowest of the compared OMol25 structures with the same formula, charge and spin comes out at 19.9 kcal per mole. As for the LUMO energy: 0.48 eV. Its total charge is 0. Its HOMO energy is -9.69 eV. As for the structure (SMILES): N=C=CC=O.N#N. The spin multiplicity is 1.

The geometry in XYZ format:
```
10
Properties=species:S:1:pos:R:3:forces:R:3
O -1.7589 0.4485 0.8398 0.2 -0.5 -0.1
N 0.9238 2.5134 -0.6024 -1.9 0.2 0.4
N -0.1494 2.5759 -0.3607 1.8 0.1 -0.5
N 2.0146 -0.1086 0.3465 -0.8 -0.3 -0.1
C -1.5519 -0.6454 0.3578 0.0 0.3 0.1
C -0.2480 -1.1873 -0.0385 0.1 0.0 0.0
C 0.9126 -0.5660 0.1271 0.6 0.1 0.1
H 2.4489 0.4946 -0.3488 -0.1 0.0 0.1
H -2.3851 -1.3544 0.1733 0.1 0.1 0.0
H -0.2066 -2.1706 -0.4941 0.0 0.1 0.0
```
Positions in Å, forces in eV/Å.

---

# 6
This record from OMol25 describes a cluster of 2 separate species, CH4N2O2S in total. The level of theory is ωB97M-V/def2-TZVPD.

The energy above the lowest of the compared OMol25 structures with the same formula, charge and spin comes out at 139.7 kcal per mole. As for the LUMO energy (spin up / spin down): -1.26 / -0.42 eV. Its total charge is 0. Its HOMO energy (spin up / spin down) is -9.09 / -9.78 eV. The spin multiplicity is 1.

The geometry in XYZ format:
```
10
Properties=species:S:1:pos:R:3:forces:R:3
S 2.5053 -0.1534 -0.0041 1.0 0.9 1.1
O 3.6689 0.4136 -0.6147 0.4 -0.7 0.4
O 2.4451 -1.5050 0.4415 -0.1 0.0 -0.5
N 1.2707 0.7019 -0.5149 -3.6 0.1 -0.4
N 1.5774 0.8516 0.9382 0.4 -1.0 0.1
C -0.7719 -0.4217 -0.4388 1.2 1.0 0.9
H -0.6081 -0.8429 0.5803 0.1 0.0 -1.3
H -1.6045 0.2976 -0.4804 0.7 -0.2 -0.3
H -0.3060 -0.7684 -1.3493 -0.6 -0.6 0.2
H 1.7607 1.7999 1.2161 0.6 0.5 -0.3
```
Positions in Å, forces in eV/Å.

---

Number 1: strongest force on any atom 5.41 eV/A, E -15110.983 eV. Number 2: strongest force on any atom 3.08 eV/A, E -19607.155 eV. Number 3: strongest force on any atom 4.07 eV/A, E -7129.468 eV. Number 4: strongest force on any atom 7.68 eV/A, E -24070.110 eV. Number 5: strongest force on any atom 1.93 eV/A, E -9676.590 eV. Number 6: strongest force on any atom 3.66 eV/A, E -19005.865 eV.